# 1
DFT (ωB97M-V/def2-TZVPD) results for a structure of composition C17H25CrN3O3S.

Values from the calculation:
* energy relative to the best compared isomer or geometry (same formula, charge and spin): 35.7 kJ/mol
* net charge: -1
* lowest unoccupied orbital energy (alpha / beta): 3.033 / 3.010 eV
* spin multiplicity: 6
* HOMO energy (alpha / beta): -1.29 / -4.26 eV
* <S²>: 8.791
* DFT total energy: -2495.4273 a.u.
* HOMO-LUMO gap (alpha / beta): 4.32 / 7.27 eV

```
50
C17H25CrN3O3S (ωB97M-V/def2-TZVPD)
Cr -0.402 -0.279 -0.180
C -1.722 -1.028 -1.943
C -1.063 -2.167 -1.414
C 0.328 -1.974 -1.601
C 0.524 -0.773 -2.354
C -0.738 -0.195 -2.561
C -1.047 1.081 -3.282
C 1.864 -0.213 -2.728
C 1.408 -2.922 -1.175
C -1.684 -3.353 -0.735
C -3.201 -0.774 -1.990
H -1.710 1.721 -2.697
H -1.532 0.888 -4.245
H -0.143 1.660 -3.472
H 2.548 -0.219 -1.874
H 1.785 0.823 -3.057
H 2.340 -0.783 -3.533
H 1.642 -3.654 -1.958
H 1.117 -3.477 -0.281
H 2.329 -2.388 -0.937
H -1.467 -3.381 0.336
H -1.323 -4.288 -1.175
H -2.769 -3.343 -0.841
H -3.449 0.237 -1.658
H -3.742 -1.461 -1.339
H -3.602 -0.887 -3.004
C 0.052 0.289 4.460
O -0.345 -0.727 3.548
C -1.305 -0.495 2.641
O -1.515 -1.324 1.787
N -1.997 0.684 2.810
N -3.058 0.919 1.916
H 0.748 -0.184 5.147
H -0.799 0.686 5.014
H 0.574 1.091 3.931
H -1.400 1.483 2.987
H -2.683 1.443 1.128
H -3.734 1.490 2.407
O 1.025 -0.094 1.200
N 1.785 1.019 0.929
C 3.092 1.001 1.403
C 3.833 2.149 1.408
C 3.286 3.367 0.982
C 1.913 3.363 0.588
C 1.171 2.216 0.590
S -0.519 2.108 0.109
H 3.440 0.030 1.718
H 4.860 2.088 1.751
H 3.865 4.280 0.984
H 1.423 4.270 0.259
```

# 2
DFT (ωB97M-V/def2-TZVPD) results for a structure of composition C17H25F5HfNO3P2 at a distorted geometry.

Values from the calculation:
* energy relative to the best compared isomer or geometry (same formula, charge and spin): 83.6 kJ/mol
* net charge: +1
* lowest unoccupied orbital energy: -3.523 eV
* HOMO energy: -10.40 eV
* DFT total energy: -2173.0105 a.u.
* HOMO-LUMO gap: 6.88 eV

```
54
C17H25F5HfNO3P2 (ωB97M-V/def2-TZVPD)
C 0.943 -1.253 -3.856
C 0.943 -0.866 -2.532
N -0.233 -0.780 -1.872
C -1.414 -1.072 -2.500
C -1.431 -1.489 -3.838
C -0.224 -1.575 -4.541
C 2.365 -0.547 -2.023
P 2.513 -0.225 -0.120
Hf 0.006 -0.348 0.514
P -2.617 0.057 -0.304
C -2.780 -0.939 -1.778
O 2.664 3.657 -3.670
O -1.796 3.308 -2.671
H 1.869 -1.263 -4.381
H -2.417 -1.709 -4.285
H -0.246 -1.892 -5.595
C 3.385 -1.767 0.190
C 3.695 1.183 0.046
H -3.517 -0.506 -2.489
H -3.124 -1.961 -1.517
H 2.832 0.223 -2.598
H 3.049 -1.443 -2.083
C -3.778 -0.733 0.895
C -3.493 1.602 -0.755
H -1.806 3.504 -1.705
H -1.066 3.923 -3.013
H 2.545 2.945 -3.009
H 2.475 3.190 -4.571
H -0.397 -2.153 0.822
H 0.701 1.237 1.122
H 4.318 -1.625 -0.343
H 3.526 -2.127 1.205
H 2.803 -2.520 -0.337
H 4.692 0.789 -0.212
H 3.372 1.943 -0.689
H 3.738 1.664 1.042
H -4.504 1.428 -1.159
H -3.573 2.243 0.137
H -2.938 2.157 -1.519
H -4.844 -0.671 0.619
H -3.502 -1.790 0.992
H -3.628 -0.269 1.882
F 0.180 -0.674 7.715
C 0.144 -0.475 6.391
C -0.544 0.660 5.897
F -1.132 1.524 6.744
C -0.613 0.847 4.526
F -1.299 1.871 3.957
C -0.002 -0.120 3.704
O -0.215 -0.117 2.420
C 0.761 -1.191 4.207
F 1.366 -2.015 3.317
C 0.797 -1.388 5.558
F 1.453 -2.453 6.063
```

# 3
DFT (ωB97M-V/def2-TZVPD) results for a structure of composition C17H25I2MoOP2 at a distorted geometry.

Values from the calculation:
* energy relative to the best compared isomer or geometry (same formula, charge and spin): 256.0 kJ/mol
* net charge: +3
* lowest unoccupied orbital energy (alpha / beta): -12.179 / -12.894 eV
* spin multiplicity: 3
* HOMO energy (alpha / beta): -17.27 / -17.03 eV
* <S²>: 2.067
* DFT total energy: -2083.0996 a.u.
* HOMO-LUMO gap (alpha / beta): 5.09 / 4.13 eV

```
48
C17H25I2MoOP2 (ωB97M-V/def2-TZVPD)
I -2.173 3.507 -3.006
I -3.690 -0.903 -1.110
Mo -1.021 -0.452 -0.526
P -0.599 -0.614 -2.993
C -1.917 -0.029 -4.164
C 0.944 -0.105 -3.824
H 1.067 -0.718 -4.715
H -0.196 -2.657 -4.142
H 1.761 -0.284 -3.137
H 0.119 -2.812 -2.379
H -1.922 1.074 -4.219
H 0.898 0.954 -4.077
C -0.565 -2.444 -3.143
H -1.734 -0.465 -5.159
H -1.574 -2.820 -2.966
H -2.901 -0.340 -3.784
P -1.521 1.349 1.095
C -3.022 2.345 0.947
C -1.879 0.240 2.540
H 0.686 2.107 1.833
H -0.596 2.927 2.756
H -0.217 3.415 1.085
C -0.303 2.564 1.763
H -1.058 -0.480 2.673
H -1.999 0.849 3.444
H -3.300 2.821 1.896
H -3.835 1.679 0.606
H -2.788 -0.324 2.304
H -2.878 3.115 0.169
C -1.890 1.074 -1.327
O -2.762 1.912 -1.716
C 3.266 -0.821 4.252
C 2.091 -0.048 4.257
C 1.332 0.084 3.138
C 1.588 -0.523 1.898
C 0.781 -0.456 0.763
C 1.310 -0.961 -0.433
C 2.498 -1.786 -0.517
C 3.204 -1.929 0.657
C 2.826 -1.298 1.885
C 3.622 -1.443 3.053
H 3.893 -0.947 5.121
H 1.826 0.437 5.200
H 0.471 0.692 3.241
H 0.737 -0.621 -1.413
H 2.797 -2.291 -1.457
H 4.102 -2.530 0.649
H 4.519 -2.047 2.984
```

# 4
DFT (ωB97M-V/def2-TZVPD) results for the molecule C17H25NO4.

Values from the calculation:
* energy relative to the best compared isomer or geometry (same formula, charge and spin): 190.2 kJ/mol
* SMILES: CCOc1cc(C(=O)N2CCCC2)cc(OCC)c1OCC
* lowest unoccupied orbital energy: 0.737 eV
* HOMO energy: -8.45 eV
* DFT total energy: -1018.4807 a.u.
* HOMO-LUMO gap: 9.18 eV

```
47
C17H25NO4 (ωB97M-V/def2-TZVPD)
C 3.694 1.359 1.038
C 3.801 1.214 -0.475
H 4.204 0.232 -0.736
H 4.464 1.984 -0.880
O 2.573 1.461 -1.138
C 1.476 0.680 -0.967
C 0.291 1.270 -1.413
C -0.920 0.610 -1.338
C -0.972 -0.662 -0.788
C 0.189 -1.271 -0.338
C 1.430 -0.622 -0.450
O 2.584 -1.277 -0.042
C 2.974 -2.355 -0.887
C 4.191 -3.020 -0.267
H 3.941 -3.419 0.713
H 4.529 -3.832 -0.905
H 4.997 -2.299 -0.151
H 2.153 -3.074 -0.990
H 3.216 -1.963 -1.887
O 0.085 -2.549 0.165
C 0.490 -2.724 1.515
C -0.450 -2.020 2.489
H -0.423 -0.944 2.326
H -0.146 -2.231 3.510
H -1.469 -2.368 2.343
H 1.515 -2.368 1.664
H 0.461 -3.806 1.670
H -1.899 -1.210 -0.721
C -2.154 1.267 -1.879
O -2.268 1.588 -3.048
N -3.142 1.466 -0.984
C -3.064 1.310 0.453
C -4.082 2.322 0.977
H -3.633 3.316 1.013
C -5.169 2.275 -0.095
H -5.800 1.398 0.054
C -4.369 2.138 -1.387
H -4.122 3.112 -1.823
H -4.883 1.552 -2.153
H -5.800 3.161 -0.094
H -4.450 2.067 1.968
H -3.356 0.293 0.744
H -2.050 1.495 0.812
H 0.351 2.259 -1.840
H 3.085 0.560 1.453
H 3.243 2.317 1.290
H 4.685 1.308 1.479
```

# 5
DFT (ωB97M-V/def2-TZVPD) results for the molecule C17H25NO4.

Values from the calculation:
* energy relative to the best compared isomer or geometry (same formula, charge and spin): 35.6 kJ/mol
* SMILES: Cc1c(C(=O)OCCOC(C)C)[nH]c2c1C(=O)CC(C)(C)C2
* lowest unoccupied orbital energy: 0.383 eV
* HOMO energy: -8.71 eV
* DFT total energy: -1018.5396 a.u.
* HOMO-LUMO gap: 9.09 eV

```
47
C17H25NO4 (ωB97M-V/def2-TZVPD)
C -0.545 -3.214 -0.832
C -0.689 -1.977 -0.032
C 0.287 -1.323 0.706
N -0.285 -0.206 1.288
C -1.581 -0.136 0.954
C -1.878 -1.218 0.131
C -3.200 -1.415 -0.438
O -3.494 -2.297 -1.216
C -4.227 -0.408 0.065
H -5.048 -0.371 -0.652
H -4.625 -0.816 1.000
C -3.675 1.002 0.322
C -4.794 1.894 0.865
H -5.597 1.980 0.138
H -4.416 2.892 1.076
H -5.207 1.482 1.783
C -3.144 1.597 -0.984
H -2.331 0.996 -1.383
H -3.935 1.636 -1.729
H -2.779 2.610 -0.821
C -2.540 0.918 1.361
H -2.038 1.884 1.458
H -2.966 0.666 2.339
H 0.227 0.431 1.877
C 1.693 -1.625 0.874
O 2.277 -2.575 0.409
O 2.298 -0.669 1.630
C 3.709 -0.756 1.792
C 4.408 0.483 1.208
O 4.580 0.433 -0.179
C 3.448 0.773 -0.983
C 3.283 -0.295 -2.060
H 2.430 -0.062 -2.692
H 3.130 -1.270 -1.606
H 4.182 -0.336 -2.670
C 3.663 2.157 -1.597
H 3.792 2.904 -0.816
H 4.557 2.146 -2.215
H 2.809 2.433 -2.210
H 2.545 0.800 -0.358
H 5.417 0.529 1.626
H 3.856 1.384 1.513
H 3.909 -0.820 2.866
H 4.070 -1.658 1.289
H -1.145 -4.009 -0.392
H 0.495 -3.523 -0.868
H -0.926 -3.050 -1.838
```